# 1
Entry from the OMol25 dataset: a molecular structure, C32H36N6O5SeSi2SnTe (the ωB97M-V functional and the def2-TZVPD basis).

Properties
frontier orbital gap (spin up / spin down): 5.6 / 6.1 eV
HOMO energy (spin up / spin down): -6.8 / -7.4 eV
relative energy (zero: lowest compared OMol25 entry of this formula, charge and spin): 33.2 kcal/mol
LUMO level (spin up / spin down): -1.2 / -1.3 eV

CARTESIAN COORDINATES (ANGSTROEM)
Sn (0.337, 0.440, -0.066)
O (-1.429, 4.614, 5.101)
C (-1.228, 3.827, 4.022)
C (-2.272, 3.277, 3.284)
C (-1.945, 2.458, 2.222)
N (-0.700, 2.148, 1.872)
C (0.290, 2.717, 2.556)
C (0.075, 3.568, 3.629)
C (1.734, 2.395, 2.155)
O (2.610, 3.080, 2.654)
O (1.886, 1.433, 1.325)
C (-3.076, 1.932, 1.395)
O (-4.197, 2.338, 1.436)
O (-2.667, 0.909, 0.564)
H (-2.373, 4.707, 5.272)
H (-3.311, 3.476, 3.512)
H (0.922, 4.009, 4.135)
C (-2.059, -0.966, 3.665)
Si (-0.455, -1.487, 2.828)
C (-0.003, -3.252, 3.264)
C (0.942, -0.452, 3.498)
N (-0.549, -1.297, 1.071)
C (-1.395, -2.059, 0.342)
C (-2.388, -2.902, 0.923)
C (-3.164, -3.746, 0.180)
C (-3.012, -3.810, -1.224)
C (-2.122, -2.989, -1.842)
C (-1.306, -2.057, -1.118)
N (-0.458, -1.217, -1.681)
Si (-0.134, -1.051, -3.397)
C (1.058, 0.383, -3.637)
C (0.731, -2.601, -3.994)
C (-1.674, -0.662, -4.380)
H (-1.850, -0.418, 4.586)
H (-2.698, -1.812, 3.925)
H (-2.634, -0.315, 3.008)
H (0.123, -3.338, 4.346)
H (0.951, -3.511, 2.797)
H (-0.732, -3.997, 2.952)
H (1.291, -0.899, 4.433)
H (0.630, 0.568, 3.723)
H (1.793, -0.388, 2.818)
H (-2.532, -2.874, 1.991)
H (-3.896, -4.374, 0.671)
H (-3.605, -4.507, -1.801)
H (-2.010, -3.035, -2.916)
H (1.510, 0.716, -2.702)
H (0.554, 1.247, -4.072)
H (1.870, 0.098, -4.310)
H (1.660, -2.728, -3.431)
H (0.987, -2.532, -5.053)
H (0.138, -3.505, -3.847)
H (-2.109, 0.263, -3.999)
H (-2.440, -1.435, -4.324)
H (-1.427, -0.505, -5.433)
C (3.979, -0.841, -1.775)
Te (2.726, -1.605, -0.223)
C (4.173, -0.723, 1.071)
C (5.432, -0.629, 0.248)
C (6.676, -0.455, 0.846)
C (7.819, -0.350, 0.070)
C (7.727, -0.416, -1.314)
C (6.491, -0.590, -1.915)
C (5.341, -0.696, -1.141)
H (3.591, 0.123, -2.102)
H (3.980, -1.520, -2.625)
H (4.300, -1.343, 1.956)
H (3.793, 0.256, 1.370)
H (6.746, -0.404, 1.925)
H (8.783, -0.223, 0.545)
H (8.617, -0.332, -1.923)
H (6.417, -0.650, -2.994)
Se (-5.158, -0.157, -0.386)
N (-5.885, 0.959, -1.557)
C (-4.959, 1.882, -1.925)
C (-5.198, 2.947, -2.803)
C (-4.180, 3.854, -3.018)
C (-2.956, 3.693, -2.364)
N (-2.692, 2.681, -1.536)
C (-3.665, 1.816, -1.357)
N (-3.490, 0.694, -0.542)
H (-6.168, 3.047, -3.271)
H (-4.326, 4.700, -3.675)
H (-2.152, 4.402, -2.513)

# 2
Entry from the OMol25 dataset: a molecular structure, C31H28N7O3RhS (the ωB97M-V functional and the def2-TZVPD basis).

Properties
frontier orbital gap (spin up / spin down): 5.8 / 4.4 eV
HOMO energy (spin up / spin down): -12.6 / -12.6 eV
2S+1: 5
relative energy (zero: lowest compared OMol25 entry of this formula, charge and spin): 22.0 kcal/mol
net charge: +2
LUMO level (spin up / spin down): -6.7 / -8.1 eV

CARTESIAN COORDINATES (ANGSTROEM)
Rh (-0.248, 0.392, 0.219)
C (-0.504, 2.227, -2.515)
O (0.140, 1.114, -2.005)
C (1.322, 0.703, -2.627)
C (1.806, 1.269, -3.774)
C (3.091, 0.786, -4.197)
C (3.667, -0.217, -3.492)
C (3.202, -0.712, -2.306)
C (2.019, -0.218, -1.823)
N (1.303, -0.719, -0.770)
N (1.701, -1.955, -0.339)
C (1.698, -2.449, 0.861)
C (1.298, -1.684, 1.986)
O (0.562, -0.592, 2.012)
C (1.778, -2.114, 3.254)
C (2.321, -3.394, 3.414)
C (2.530, -4.283, 2.330)
C (3.304, -5.476, 2.517)
C (3.558, -6.306, 1.369)
C (2.938, -6.007, 0.194)
C (2.388, -4.793, 0.030)
C (2.163, -3.878, 1.018)
H (-1.069, 2.029, -3.449)
H (0.220, 3.032, -2.704)
H (-1.218, 2.518, -1.785)
H (1.311, 1.991, -4.362)
H (3.604, 1.357, -4.947)
H (4.630, -0.694, -3.692)
H (3.750, -1.460, -1.698)
H (1.590, -1.404, 3.950)
H (2.806, -3.616, 4.357)
H (3.623, -5.600, 3.577)
H (4.077, -7.320, 1.522)
H (3.038, -6.710, -0.666)
H (2.223, -4.383, -0.948)
N (-4.655, 0.126, 0.154)
C (-5.138, -0.159, -1.186)
C (-6.512, 0.062, -1.374)
C (-7.068, -0.083, -2.630)
C (-6.275, -0.465, -3.681)
C (-4.841, -0.604, -3.459)
C (-4.317, -0.477, -2.209)
S (-2.676, -0.777, -1.831)
N (-2.325, 0.263, -0.564)
C (-3.385, 0.501, 0.274)
C (-2.984, 1.427, 1.402)
C (-3.811, 2.390, 1.947)
C (-3.332, 3.301, 2.895)
C (-1.996, 3.198, 3.203)
C (-1.199, 2.285, 2.553)
N (-1.681, 1.462, 1.637)
H (-5.398, 0.397, 0.769)
H (-6.977, 0.433, -0.500)
H (-7.994, 0.285, -3.015)
H (-6.495, -0.400, -4.787)
H (-4.230, -0.824, -4.279)
H (-4.867, 2.424, 1.745)
H (-4.094, 3.881, 3.345)
H (-1.565, 3.831, 3.991)
H (-0.103, 2.193, 2.667)
C (3.883, 4.132, 1.751)
N (2.438, 3.806, 1.646)
C (2.135, 2.484, 1.387)
N (2.959, 1.588, 1.944)
O (1.190, 2.215, 0.648)
H (4.007, 5.186, 1.451)
H (4.524, 3.509, 1.089)
H (4.052, 4.062, 2.753)
H (2.026, 4.423, 0.968)
H (3.460, 1.857, 2.742)
H (2.620, 0.634, 2.042)

# 3
Entry from the OMol25 dataset: a single C22H23N3O5S2 molecule (the ωB97M-V functional and the def2-TZVPD basis).

Properties
frontier orbital gap: 8.6 eV
HOMO energy: -8.4 eV
relative energy (zero: lowest compared OMol25 entry of this formula, charge and spin): 50.8 kcal/mol
SMILES string: CCS(=O)(=O)Nc1cccc(C2=NN(S(=O)(=O)c3ccc(C)cc3)[C@@H](c3ccco3)C2)c1
LUMO level: 0.2 eV

CARTESIAN COORDINATES (ANGSTROEM)
C (4.238, 0.672, -2.228)
C (3.428, -0.312, -1.419)
S (3.904, -0.173, 0.329)
O (5.314, -0.395, 0.452)
O (3.027, -0.977, 1.123)
N (3.708, 1.443, 0.712)
C (2.561, 2.177, 0.442)
C (2.629, 3.561, 0.269)
C (1.481, 4.278, -0.010)
C (0.262, 3.639, -0.143)
C (0.182, 2.256, 0.029)
C (-1.063, 1.539, -0.135)
N (-1.125, 0.263, -0.029)
N (-2.386, -0.186, -0.174)
S (-2.470, -1.657, -1.046)
O (-2.282, -1.363, -2.439)
O (-3.697, -2.282, -0.658)
C (-1.051, -2.478, -0.365)
C (0.085, -2.632, -1.134)
C (1.207, -3.204, -0.565)
C (1.205, -3.601, 0.769)
C (2.448, -4.147, 1.390)
C (0.044, -3.439, 1.518)
C (-1.089, -2.879, 0.955)
C (-3.295, 0.906, -0.589)
C (-4.513, 0.885, 0.264)
C (-4.662, 0.947, 1.620)
C (-6.051, 0.838, 1.867)
C (-6.637, 0.718, 0.646)
O (-5.714, 0.746, -0.328)
C (-2.411, 2.162, -0.441)
C (1.337, 1.534, 0.338)
H (5.290, 0.565, -1.971)
H (4.118, 0.489, -3.294)
H (3.925, 1.693, -2.020)
H (3.658, -1.341, -1.680)
H (2.357, -0.146, -1.476)
H (4.579, 1.949, 0.730)
H (3.580, 4.065, 0.361)
H (1.542, 5.349, -0.135)
H (-0.623, 4.211, -0.375)
H (0.064, -2.304, -2.162)
H (2.102, -3.340, -1.155)
H (3.087, -3.304, 1.655)
H (2.226, -4.712, 2.291)
H (2.992, -4.780, 0.693)
H (0.032, -3.746, 2.553)
H (-1.999, -2.744, 1.516)
H (-3.591, 0.726, -1.629)
H (-3.880, 1.048, 2.345)
H (-6.539, 0.848, 2.820)
H (-7.661, 0.613, 0.348)
H (-2.386, 2.766, -1.346)
H (-2.749, 2.782, 0.392)
H (1.260, 0.474, 0.515)

Number 1: largest force on an atom 0.36 eV/A, DFT total energy -147173.8867 eV. Number 2: largest force on an atom 4.27 eV/A, DFT total energy -62999.8893 eV. Number 3: largest force on an atom 1.56 eV/A, DFT total energy -59563.8334 eV.